Entry from OMol25: a 2-piece molecular cluster, C5H15N2O overall at a distorted geometry (ωB97M-V with the def2-TZVPD basis set).

Structure (XYZ):
```
23
Properties=species:S:1:pos:R:3:forces:R:3:lowdin_spin:R:1
C 1.5594 -1.4231 -1.6255 -2.90 -1.63 1.89 0.017
H -4.2551 1.0042 -0.5912 -1.14 -0.42 0.05 0.000
H 1.0987 -0.4668 -1.6291 -0.41 0.76 -0.20 0.005
H 1.4388 1.2554 -1.0300 0.34 0.08 -0.24 0.004
H 2.5469 -0.0917 0.7509 -0.35 -1.19 1.09 0.005
H -0.2439 1.6124 -0.5690 0.85 0.38 -0.94 0.005
H 1.5025 -1.3169 1.9558 0.79 1.53 -2.29 0.000
N 0.6713 1.2029 -0.3836 -1.98 -2.74 4.36 0.290
H 2.8942 -2.2755 0.0163 0.07 0.19 -0.29 0.001
C 1.6580 -0.8015 0.8866 0.60 1.55 1.71 0.017
C -0.4727 0.2412 1.5345 -3.20 0.52 0.99 0.473
C 0.5994 0.2460 0.6794 1.85 0.21 -3.19 0.070
H -2.2605 0.9422 0.5525 1.29 1.15 0.55 0.014
H -3.8505 1.9359 -1.7204 -0.47 0.70 -1.11 0.000
H 2.1788 -1.4334 -2.4210 3.25 0.00 -1.88 0.001
H 1.2154 -2.6824 0.0097 -0.34 -0.57 0.45 0.002
H -2.1238 1.6128 2.1315 1.30 -1.05 -1.04 0.004
O -3.5273 1.4706 -0.9710 1.78 -0.53 1.48 0.003
H -0.9267 2.0949 1.0429 -1.66 -0.30 -0.13 0.004
C 1.8979 -1.8786 -0.1683 -0.52 -0.16 -1.84 0.016
H -0.8359 -0.4378 2.3193 1.20 -0.21 -0.47 0.012
H 0.7545 -2.0707 -2.0728 0.39 0.39 0.87 0.003
N -1.5192 1.2600 1.3026 -0.76 1.31 0.16 0.051
```
Forces are in eV/Å.

The LUMO energy (alpha / beta) is -8.04 / -12.32 eV. As for the total energy: -10435.169 eV. For the gap between HOMO and LUMO (alpha / beta), the calculation gives 10.652 / 6.362 eV. The net charge is +2. The spin multiplicity is 2. Its energy above the lowest of the compared OMol25 structures with the same formula, charge and spin is 78.41 kcal per mole.